{
  "formula": "CH5O3PS",
  "method": "ωB97M-V/def2-TZVPD",
  "energy_ev": -27385.430,
  "gap_ha": 0.379,
  "e_above_lowest_kcal_mol": 36.4,
  "symbols": ["O", "P", "O", "S", "H", "C", "O", "H", "H", "H", "H"],
  "positions_angstrom": [[3.752065, -0.510922, 0.373719], [2.553521, 0.202182, 0.021330], [1.325540, -0.852089, -0.283570], [2.001566, 2.023337, -0.145154], [0.506298, -0.370685, -0.537691], [-2.020829, -0.361669, 0.184189], [-0.912973, 0.306887, -0.596043], [-2.035916, -1.450980, -0.144693], [-2.776779, 0.292902, -0.043519], [-1.785997, -0.314941, 1.244664], [-0.606501, 1.035973, -0.073236]],
  "atomic_forces_ev_per_a": [[1.0805, -0.0847, 0.2648], [-3.5075, -1.2773, -0.8419], [3.0102, 1.1572, 0.6173], [0.4702, -0.2932, 0.1450], [-0.7329, 0.1019, -0.1264], [3.5722, -1.1862, -0.6633], [-0.9471, -1.4818, 0.2867], [-0.4505, 1.7161, 0.2314], [-2.6854, 0.5277, -0.4010], [0.0220, -0.1161, 0.0790], [0.1684, 0.9363, 0.4084]],
  "mulliken_charge": [-0.52, 0.87, -0.46, -0.34, 0.46, -0.52, -0.59, 0.24, 0.27, 0.27, 0.31]
}

---

{
  "formula": "C42H59InN2O4SeSi",
  "method": "ωB97M-V/def2-TZVPD",
  "energy_ev": -134077.115,
  "gap_ha": [0.181, 0.204],
  "e_above_lowest_kcal_mol": 4.9,
  "symbols": ["In", "C", "C", "C", "C", "C", "C", "C", "Se", "C", "C", "C", "C", "C", "C", "O", "C", "C", "C", "C", "C", "C", "C", "C", "C", "O", "C", "C", "C", "C", "C", "C", "H", "H", "H", "H", "H", "H", "H", "H", "H", "H", "H", "H", "H", "H", "H", "H", "H", "H", "H", "H", "H", "H", "H", "H", "H", "H", "H", "H", "H", "H", "H", "H", "H", "H", "H", "H", "H", "H", "H", "H", "C", "C", "C", "N", "C", "C", "H", "H", "H", "H", "H", "C", "Si", "C", "C", "N", "C", "C", "C", "C", "C", "C", "H", "H", "H", "H", "H", "H", "H", "H", "H", "H", "H", "H", "H", "H", "O", "O"],
  "positions_angstrom": [[0.016377, -0.202087, -0.031844], [-6.219550, 4.900800, 1.681619], [-5.655461, 4.654758, 0.274611], [-4.993548, 5.945970, -0.210366], [-6.805379, 4.325217, -0.691190], [-4.679943, 3.482799, 0.298819], [-3.352427, 3.589626, -0.064968], [-2.550179, 2.456694, -0.147945], [-0.724743, 2.656015, -0.691021], [-0.999880, 2.142462, -2.512035], [-1.754554, 2.972755, -3.314063], [-2.001496, 2.635812, -4.639836], [-1.612660, 1.357039, -5.048130], [-0.935525, 0.452640, -4.247455], [-0.452270, 0.908434, -2.976456], [0.447497, 0.290109, -2.292351], [-0.689445, -0.955038, -4.809166], [0.309349, -0.868325, -5.973800], [-0.158225, -1.961046, -3.781702], [-2.025949, -1.516619, -5.328280], [-2.631287, 3.658514, -5.574838], [-3.966577, 4.156349, -5.001900], [-2.882810, 3.100554, -6.977613], [-1.657686, 4.843640, -5.703339], [-3.011200, 1.150467, 0.151502], [-2.293470, 0.086784, -0.031399], [-4.351050, 1.069075, 0.658411], [-5.131320, 2.208132, 0.669784], [-4.901328, -0.279004, 1.131329], [-3.999130, -0.819171, 2.255125], [-4.942573, -1.282871, -0.031325], [-6.319470, -0.166234, 1.699532], [-6.901901, 5.754365, 1.669788], [-5.409730, 5.114065, 2.381747], [-6.765611, 4.031826, 2.050476], [-5.736126, 6.745421, -0.239720], [-4.589709, 5.827823, -1.217853], [-4.189990, 6.258824, 0.459185], [-7.492971, 5.171167, -0.768810], [-7.371907, 3.455935, -0.356271], [-6.410230, 4.109384, -1.685673], [-2.907827, 4.547130, -0.303904], [-2.112584, 3.905387, -2.895928], [-1.874514, 1.041210, -6.048836], [1.263184, -0.469820, -5.623699], [-0.063417, -0.217468, -6.765942], [0.481279, -1.861246, -6.396137], [0.844352, -1.704332, -3.452446], [-0.128035, -2.953257, -4.238240], [-0.806960, -2.007995, -2.904961], [-2.423193, -0.939984, -6.163343], [-2.772332, -1.523315, -4.531979], [-1.883725, -2.542666, -5.673664], [-4.654904, 3.323123, -4.850989], [-4.426556, 4.863169, -5.695892], [-3.828989, 4.663832, -4.046629], [-3.582635, 2.262972, -6.958003], [-1.951915, 2.776450, -7.446127], [-3.315175, 3.887087, -7.597985], [-1.478299, 5.315309, -4.736865], [-2.064861, 5.594694, -6.384561], [-0.698512, 4.502588, -6.097146], [-6.158874, 2.118491, 0.996066], [-2.976384, -0.937981, 1.898686], [-4.362441, -1.791890, 2.597914], [-4.004716, -0.126791, 3.101172], [-3.957198, -1.392576, -0.477883], [-5.640137, -0.943311, -0.800022], [-5.276894, -2.261127, 0.325990], [-6.362302, 0.538067, 2.532855], [-6.625864, -1.146542, 2.070055], [-7.040292, 0.134579, 0.937056], [0.345627, 3.127441, 4.422606], [-0.644021, 2.157495, 4.400124], [-0.672357, 1.267458, 3.337671], [0.206164, 1.312525, 2.340592], [1.141479, 2.256938, 2.354791], [1.255116, 3.184142, 3.376732], [0.406338, 3.830705, 5.242889], [-1.385532, 2.096231, 5.184440], [-1.427680, 0.490967, 3.272104], [1.818191, 2.269307, 1.506455], [2.031125, 3.936811, 3.351718], [0.431401, -5.358172, 2.447513], [-0.536242, -3.845177, 1.893423], [-1.027838, -2.646767, 3.270601], [-2.035654, -4.262280, 0.835360], [1.895589, -2.606801, 2.137945], [2.794368, -1.708512, 2.582832], [3.106762, -1.787247, 3.959499], [3.949854, -0.864376, 4.530625], [4.520492, 0.144305, 3.753112], [4.254379, 0.203394, 2.389523], [3.410194, -0.711297, 1.794388], [-0.212093, -6.093686, 2.935231], [1.236981, -5.097036, 3.132084], [0.876973, -5.837925, 1.573747], [-2.113280, -2.555628, 3.353183], [-0.621811, -1.652541, 3.078287], [-0.646205, -2.973384, 4.239526], [-2.877381, -4.593530, 1.446454], [-1.812942, -5.044547, 0.108430], [-2.349006, -3.372258, 0.284922], [2.646038, -2.573087, 4.543413], [4.180112, -0.921195, 5.586305], [5.174559, 0.875079, 4.209418], [4.734375, 0.961336, 1.783388], [3.218398, -0.682339, 0.729646], [1.530159, -2.386170, 0.869978], [0.296421, -3.084462, 0.608893]],
  "atomic_forces_ev_per_a": [[-1.3268, 1.4460, -1.0228], [0.0307, 0.0136, -0.0854], [-0.0487, 0.0444, 0.0243], [-0.0213, -0.0768, 0.0397], [0.0546, 0.0388, 0.0368], [-0.0173, -0.0456, -0.0486], [0.0035, 0.0060, 0.0276], [0.2505, -0.2961, 0.2218], [0.0569, -0.1829, 0.0042], [0.2039, -0.2786, -0.1228], [0.0700, -0.0441, -0.0938], [-0.0190, -0.1834, 0.0652], [-0.2036, 0.2462, 0.0116], [0.3463, -0.0816, 0.4100], [-0.9993, 0.7099, -0.5582], [0.5729, -0.8690, 1.3075], [0.0233, 0.0117, -0.0596], [-0.0313, -0.0373, 0.1153], [0.0519, 0.0506, -0.0396], [0.0558, 0.0003, -0.0006], [-0.0195, 0.0904, -0.0073], [0.0671, -0.0353, -0.0720], [0.0095, 0.0456, 0.1341], [-0.1024, -0.0480, -0.0621], [-0.2636, 0.8230, 0.0785], [1.2333, -0.8506, 0.0424], [0.0876, -0.1868, -0.1560], [0.0327, 0.1126, 0.0520], [0.0130, -0.0696, 0.0213], [-0.0021, 0.0538, -0.1300], [0.0443, 0.0129, 0.0205], [0.1032, -0.0528, -0.0219], [-0.0226, -0.0189, 0.0303], [-0.0114, 0.0140, 0.0206], [-0.0089, -0.0026, 0.0128], [0.0079, 0.0113, 0.0080], [0.0348, 0.0220, 0.0087], [0.0291, 0.0129, -0.0317], [-0.0142, -0.0117, 0.0183], [-0.0114, -0.0138, -0.0131], [-0.0239, -0.0021, -0.0140], [-0.0511, -0.0054, -0.0487], [0.0009, 0.0523, -0.0581], [0.0305, 0.0178, -0.0035], [0.0154, -0.0068, -0.0218], [0.0112, 0.0024, -0.0164], [0.0192, -0.0051, -0.0236], [-0.0050, -0.0215, 0.0490], [-0.0524, -0.0038, -0.0275], [0.0041, -0.0218, 0.0162], [-0.0227, 0.0003, 0.0088], [-0.0120, -0.0015, -0.0015], [0.0067, -0.0094, -0.0146], [-0.0120, 0.0032, 0.0126], [-0.0229, 0.0326, 0.0206], [-0.0243, -0.0114, 0.0230], [0.0176, -0.0224, -0.0185], [-0.0262, -0.0335, -0.0304], [-0.0092, -0.0168, -0.0417], [0.0026, 0.0081, 0.0086], [0.0086, 0.0321, 0.0054], [0.0116, 0.0231, 0.0006], [-0.0015, -0.0093, -0.0017], [-0.0522, 0.0182, 0.0086], [-0.0334, 0.0053, 0.0230], [0.0063, -0.0325, 0.0477], [-0.0135, -0.0062, -0.0416], [0.0120, -0.0032, -0.0092], [-0.0328, 0.0121, 0.0137], [-0.0531, 0.0064, -0.0029], [-0.0172, 0.0030, 0.0138], [-0.0026, 0.0482, 0.0208], [-0.0038, -0.0375, -0.0290], [0.0179, 0.0297, -0.0078], [-0.0789, -0.0227, 0.0236], [-0.0482, -0.2519, -0.2283], [0.0728, 0.0367, 0.0296], [-0.0201, 0.0111, 0.0429], [-0.0150, 0.0224, -0.0167], [0.0030, -0.0400, -0.0026], [-0.0240, 0.0613, 0.0247], [0.0178, 0.0228, 0.0335], [0.0111, -0.0250, -0.0256], [-0.2606, 0.1823, 0.0003], [-0.3244, -0.2991, 0.3658], [0.1368, -0.2863, -0.1404], [0.2772, -0.0309, 0.1593], [-0.8333, -0.5669, 0.1761], [0.6442, 0.5387, 0.1113], [-0.1442, -0.0850, -0.1486], [0.1282, 0.0965, 0.0118], [-0.0477, -0.0329, 0.0132], [0.1176, 0.0298, -0.0026], [-0.2025, -0.1195, -0.0875], [-0.0445, 0.0185, 0.0004], [-0.0317, 0.0421, 0.0055], [-0.0242, 0.0166, -0.0260], [0.0766, -0.0458, -0.0808], [0.0341, 0.0358, -0.0269], [0.0844, -0.0081, -0.0184], [0.0147, -0.0027, 0.0410], [0.0163, -0.0022, 0.0079], [-0.0411, 0.0204, 0.0473], [-0.0060, 0.0073, 0.0155], [-0.0413, -0.0113, 0.0073], [0.0251, -0.0191, -0.0061], [-0.0483, 0.0174, -0.0089], [0.0301, 0.0474, 0.0216], [0.0571, -0.1719, -0.0096], [0.5365, 0.3891, -0.3553]],
  "mulliken_charge": [1.36, -1.71, 1.87, -1.97, -1.53, -0.57, -0.06, -0.65, 0.02, 0.33, -0.26, -0.90, 0.00, -0.13, 0.88, -1.06, 2.08, -1.76, -1.88, -1.75, 2.05, -1.70, -2.20, -1.70, 0.81, -0.62, -0.78, -0.02, 2.43, -1.32, -1.66, -2.45, 0.47, 0.35, 0.30, 0.45, 0.23, 0.37, 0.48, 0.30, 0.27, 0.59, 0.36, 0.33, 0.35, 0.31, 0.47, 0.33, 0.50, 0.21, 0.34, 0.33, 0.49, 0.36, 0.50, 0.28, 0.40, 0.42, 0.45, 0.31, 0.44, 0.38, 0.42, -0.05, 0.62, 0.32, 0.08, 0.38, 0.44, 0.41, 0.46, 0.43, -0.24, -1.07, 0.08, 0.45, -0.18, -1.15, 0.41, 0.49, 0.12, 0.56, 0.48, -1.12, 0.75, -0.36, -0.94, -0.41, 0.24, -0.37, -0.60, -0.47, -0.71, -0.23, 0.35, 0.25, 0.30, 0.33, -0.40, 0.53, 0.37, 0.36, 0.08, 0.41, 0.40, 0.43, 0.42, 0.64, -0.02, -0.21]
}

---

{
  "formula": "C7H11N",
  "method": "ωB97M-V/def2-TZVPD",
  "energy_ev": -8922.580,
  "gap_ha": 0.312,
  "e_above_lowest_kcal_mol": 118.7,
  "symbols": ["C", "C", "C", "C", "C", "C", "C", "N", "H", "H", "H", "H", "H", "H", "H", "H", "H", "H", "H"],
  "positions_angstrom": [[0.459406, 0.477133, -0.320160], [0.775599, -0.607744, 1.088270], [-0.823243, -0.820065, -0.119662], [-1.019349, 0.591686, -0.560650], [1.394444, 0.502127, -1.500611], [-1.737236, -1.383357, 0.942710], [1.017148, 0.763220, 1.032358], [1.532591, 1.746481, 1.650087], [1.534969, -1.351559, 0.874130], [-0.634175, -1.514125, -0.934089], [1.390296, 2.619105, 1.140984], [-1.289093, 0.749413, -1.600697], [-1.581192, 1.233765, 0.110821], [1.470939, 1.524683, -1.879420], [2.396620, 0.183438, -1.215750], [1.031810, -0.136523, -2.309212], [-2.715590, -1.574527, 0.485349], [-1.352706, -2.317799, 1.347318], [-1.851238, -0.685352, 1.768226]],
  "atomic_forces_ev_per_a": [[0.5011, 1.3189, 0.2883], [-0.8219, -0.1456, -1.0933], [0.1165, -0.2171, 1.3846], [0.4271, -0.4429, -0.1066], [0.0011, -0.0374, 0.2117], [-0.1678, -0.1496, -0.1640], [-0.3854, -0.1106, -0.6547], [0.1088, 0.0151, 0.1980], [-0.0856, -0.0047, -0.0056], [0.2867, 0.1074, 0.0601], [0.0545, -0.1701, -0.0904], [0.0412, -0.1063, 0.0264], [0.1031, -0.0587, 0.0707], [-0.0989, -0.0207, -0.0627], [-0.0359, -0.0514, 0.0181], [0.0037, 0.0010, -0.0039], [-0.0782, 0.0267, 0.0352], [0.0578, 0.0143, -0.0436], [-0.0279, 0.0319, -0.0684]],
  "mulliken_charge": [1.13, -0.92, 0.15, -0.89, -1.47, -1.40, 0.61, -0.83, 0.25, 0.36, 0.25, 0.32, 0.29, 0.33, 0.35, 0.39, 0.40, 0.39, 0.31]
}